(1)
The following is a quantum chemistry calculation of C39H36INO3P2Rh as an isolated structure in a non-equilibrium geometry, from OMol25.

```
83
Properties=species:S:1:pos:R:3:forces:R:3
Rh -0.0020 0.1946 -0.1558 -1.55 0.45 1.18
C 1.3886 1.2650 3.7688 -0.51 -0.18 0.20
C 1.4289 0.2853 2.6191 1.02 0.21 -0.26
C 2.0155 -1.0688 2.9838 -0.47 -0.16 0.24
O 0.1006 0.0774 2.0540 -0.85 -0.27 -0.58
C 2.3396 0.8266 1.5037 -0.64 0.05 0.18
O 3.3595 1.4075 1.7868 0.06 -0.13 -0.31
O 1.9275 0.5140 0.3101 0.81 0.23 -1.08
H 0.8658 0.8377 4.6284 0.01 0.01 -0.01
H 0.8888 2.1921 3.4748 0.09 0.02 -0.02
H 2.4070 1.5094 4.0574 0.03 -0.01 -0.05
H 1.5205 -1.4803 3.8662 0.00 -0.01 -0.02
H 3.0770 -0.9578 3.1960 0.00 0.03 -0.02
H 1.8819 -1.7688 2.1570 0.07 0.02 -0.02
H -0.4738 0.7867 2.3624 0.10 0.09 0.18
I 0.7126 0.6084 -2.6636 -0.31 -0.12 0.63
C 0.3675 2.6538 -2.4634 0.15 -0.05 -0.16
C 0.6513 3.4769 -3.5079 -0.06 0.10 -0.04
C 0.5248 4.8723 -3.3247 0.01 -0.09 -0.02
C 0.1685 5.3654 -2.1048 0.01 0.02 0.05
C -0.1374 4.5025 -1.0215 -0.04 -0.03 -0.08
C -0.4929 5.0159 0.2477 -0.01 0.11 -0.01
C -0.8382 4.1746 1.2588 -0.32 -0.11 -0.01
C -0.8886 2.7777 1.0316 -0.10 0.24 -0.21
C -0.4723 2.2213 -0.1489 1.17 -0.35 0.59
C -0.0711 3.0945 -1.2013 -0.13 0.20 0.15
H 0.9741 3.0796 -4.4615 0.02 0.03 0.00
H 0.7332 5.5364 -4.1523 0.04 0.01 0.02
H 0.1229 6.4351 -1.9405 -0.06 -0.01 -0.01
H -0.5061 6.0889 0.3930 0.08 -0.01 0.02
H -1.0938 4.5662 2.2351 -0.09 0.01 -0.03
H -1.3194 2.1653 1.8177 0.07 0.06 0.10
C -3.0083 -2.9283 -1.1818 -0.02 0.07 -0.18
N -1.9949 -1.8961 -0.9333 -0.26 -0.09 0.24
P -2.3336 -0.2507 -0.6000 1.01 -0.84 -1.44
C -3.9010 -0.3735 0.2744 0.27 0.60 0.69
C -5.1218 -0.1797 -0.3647 0.01 -0.06 0.02
C -6.2990 -0.3446 0.3519 -0.01 -0.03 -0.02
C -6.2605 -0.6876 1.6959 0.01 0.00 -0.02
C -5.0420 -0.8644 2.3402 0.00 -0.02 0.01
C -3.8635 -0.7000 1.6329 0.01 -0.01 -0.07
C -2.7610 0.5245 -2.1793 -0.20 0.20 0.13
C -2.6803 -0.1546 -3.3887 -0.09 -0.05 0.00
C -2.9619 0.5081 -4.5760 0.02 -0.02 0.00
C -3.2897 1.8558 -4.5608 0.05 0.03 0.02
C -3.3547 2.5443 -3.3551 -0.01 -0.03 -0.01
C -3.1029 1.8787 -2.1666 -0.05 -0.07 0.00
P -0.3604 -2.1654 -0.5957 0.86 -0.20 -0.22
C 0.4755 -2.6520 -2.1326 -0.02 -0.04 0.01
C 1.8596 -2.4704 -2.1723 -0.01 -0.03 -0.02
C 2.5863 -2.8852 -3.2807 -0.03 0.04 -0.01
C 1.9270 -3.4356 -4.3713 0.01 0.01 0.01
C 0.5462 -3.5874 -4.3491 -0.03 -0.02 0.02
C -0.1789 -3.2130 -3.2268 0.05 -0.01 0.02
C -0.2897 -3.7088 0.3557 -0.23 0.12 0.21
C 0.6761 -4.6845 0.1235 -0.05 -0.06 -0.03
C 0.6531 -5.8691 0.8474 0.02 0.03 0.01
C -0.3259 -6.0860 1.8051 0.02 0.01 -0.01
C -1.2743 -5.1044 2.0613 0.00 0.01 0.04
C -1.2466 -3.9158 1.3519 0.03 0.03 0.00
H -3.7790 -2.9128 -0.4105 0.02 0.01 0.04
H -2.5366 -3.9089 -1.1695 0.01 0.00 -0.02
H -3.4944 -2.7788 -2.1478 0.02 -0.01 -0.01
H -5.1566 0.0838 -1.4132 0.00 0.03 0.01
H -7.2489 -0.2024 -0.1458 0.00 -0.01 0.01
H -7.1836 -0.8139 2.2458 0.00 0.01 0.00
H -5.0132 -1.1224 3.3903 0.00 0.00 0.00
H -2.9064 -0.8304 2.1290 -0.01 0.00 0.02
H -2.3831 -1.1958 -3.4088 0.00 0.01 0.00
H -2.9186 -0.0295 -5.5143 0.03 0.01 0.00
H -3.4863 2.3746 -5.4900 -0.03 -0.01 0.01
H -3.6018 3.5977 -3.3414 -0.01 -0.01 0.00
H -3.1741 2.4098 -1.2232 0.04 0.04 -0.03
H 2.3646 -1.9973 -1.3343 0.02 -0.03 0.00
H 3.6617 -2.7675 -3.2960 -0.01 0.03 -0.01
H 2.4893 -3.7445 -5.2426 0.00 0.00 0.01
H 0.0341 -4.0148 -5.2014 0.01 0.01 0.00
H -1.2510 -3.3644 -3.2057 0.00 0.00 -0.01
H 1.4382 -4.5372 -0.6296 -0.03 -0.02 -0.03
H 1.3960 -6.6300 0.6481 0.01 0.01 0.02
H -0.3485 -7.0181 2.3539 -0.01 0.00 0.00
H -2.0400 -5.2705 2.8077 0.02 0.02 0.02
H -1.9831 -3.1468 1.5602 -0.04 -0.04 -0.02
```
Positions in Å, forces in eV/Å.

Output
- 2S+1: 1
- E_LUMO: -3.748 eV
- Charge: +1
- HOMO energy: -10.546 eV
- Electronic energy: -78342.7411 eV
- HOMO-LUMO gap: 6.80 eV

Results of the Mulliken charge analysis, in e, for atoms 1 through 8:
1. Rh -0.657
2. C -1.826
3. C 1.939
4. C -1.743
5. O -0.635
6. C 0.124
7. O -0.630
8. O -0.624

=====

(2)
The following is a quantum chemistry calculation of C39H36MoN2O5P2SeTe as an isolated structure, from OMol25.

```
87
Properties=species:S:1:pos:R:3:forces:R:3
Mo -0.8274 0.8937 -0.0564 -0.25 -0.34 -0.51
O -1.5893 3.4988 3.0080 0.15 0.20 -0.03
C -0.8675 2.6182 2.6109 -0.35 -0.45 0.10
O -1.0538 2.0608 1.4357 0.12 0.32 0.02
C 0.1946 2.0030 3.4976 0.05 0.19 -0.09
C 0.2181 2.5310 4.7884 0.02 -0.03 0.03
C 1.0468 2.0102 5.7643 -0.01 -0.02 -0.02
C 1.8452 0.9165 5.4658 -0.01 0.02 0.01
C 1.8383 0.3935 4.1851 0.02 -0.04 0.02
C 1.0529 0.9430 3.1679 0.04 -0.09 -0.03
P 1.2285 0.2149 1.4870 0.00 0.01 0.25
C 1.4408 -1.5534 1.8551 0.10 -0.02 -0.13
C 0.5288 -2.1923 2.6946 -0.03 -0.03 -0.03
C 0.6385 -3.5522 2.9307 -0.01 -0.01 -0.01
C 1.6544 -4.2854 2.3309 0.02 0.00 0.00
C 2.5633 -3.6539 1.4964 -0.01 0.02 0.06
C 2.4581 -2.2904 1.2566 -0.01 0.01 0.05
C 2.8703 0.7506 0.8738 0.04 0.02 0.10
C 3.0073 0.9621 -0.4968 0.13 -0.19 -0.05
C 4.2322 1.3311 -1.0375 -0.07 -0.02 -0.03
C 5.3311 1.5070 -0.2141 0.03 0.02 0.06
C 5.2031 1.3143 1.1561 0.00 0.02 -0.05
C 3.9838 0.9387 1.6954 -0.05 0.01 0.00
H -0.4563 3.3465 5.0070 0.00 0.01 -0.01
H 1.0462 2.4350 6.7594 0.00 0.00 0.00
H 2.4672 0.4635 6.2270 0.00 0.00 0.00
H 2.4321 -0.4876 3.9786 0.07 0.04 -0.04
H -0.2712 -1.6298 3.1584 -0.02 0.02 0.00
H -0.0752 -4.0420 3.5802 0.00 0.01 0.00
H 1.7370 -5.3486 2.5161 0.00 0.00 0.00
H 3.3586 -4.2205 1.0286 -0.01 0.00 0.02
H 3.1647 -1.8024 0.5982 0.00 0.00 0.00
H 2.1605 0.8283 -1.1530 -0.07 -0.08 -0.05
H 4.3156 1.4797 -2.1064 0.01 0.00 0.00
H 6.2852 1.7993 -0.6337 0.00 -0.01 0.00
H 6.0542 1.4574 1.8092 0.00 0.00 -0.01
H 3.9138 0.8058 2.7641 -0.08 -0.04 0.08
C 1.6740 4.5132 -0.9611 -0.02 -0.01 -0.02
C 1.0903 5.0050 -2.1215 0.04 0.02 0.00
C 0.0202 4.3370 -2.6787 -0.02 -0.06 0.01
C -0.4517 3.1696 -2.0819 -0.04 -0.01 -0.05
N 0.1460 2.6841 -0.9769 -0.02 -0.02 0.02
C 1.1636 3.3530 -0.4237 -0.05 0.09 0.03
C -1.6357 2.4194 -2.5366 0.05 0.05 -0.02
C -2.2704 2.7035 -3.7420 -0.03 -0.03 0.02
C -3.3917 1.9817 -4.1158 0.02 0.03 0.01
C -3.8751 0.9775 -3.2903 -0.02 -0.03 0.00
C -3.2333 0.6852 -2.0949 0.01 0.02 -0.05
C -2.1073 1.4020 -1.6913 0.10 -0.12 0.23
H 2.5011 5.0123 -0.4780 0.00 0.01 -0.01
H 1.4590 5.9144 -2.5779 0.00 0.00 0.00
H -0.4701 4.7223 -3.5594 0.01 0.01 0.00
H 1.5855 2.9347 0.4806 -0.07 0.07 -0.03
H -1.8921 3.4709 -4.4046 0.00 0.00 0.00
H -3.8818 2.1985 -5.0559 0.00 -0.01 0.00
H -4.7484 0.4090 -3.5850 0.00 0.00 0.00
H -3.6141 -0.1151 -1.4736 0.01 0.03 -0.07
Se -2.2985 -0.9487 0.9712 0.09 0.10 -0.11
C -4.0479 -0.1614 1.0017 -0.03 -0.01 0.12
C -4.3216 1.1533 1.3608 0.00 -0.06 -0.03
C -5.6363 1.5942 1.3329 -0.03 0.02 -0.01
N -6.6773 0.8377 0.9911 0.04 -0.01 0.00
C -6.4056 -0.4231 0.6621 -0.03 0.00 -0.01
C -5.1296 -0.9631 0.6489 0.01 -0.03 0.02
H -3.5430 1.8377 1.6568 0.12 0.06 0.03
H -5.8597 2.6206 1.6042 0.00 0.00 0.00
H -7.2549 -1.0404 0.3874 0.00 0.00 0.00
H -4.9811 -1.9963 0.3617 0.01 0.00 0.00
C -1.7837 -4.5001 -2.7612 0.00 -0.03 0.00
C -1.8690 -3.2002 -1.9978 0.04 0.10 -0.01
O -0.5510 -2.8197 -1.5409 0.00 -0.20 0.00
P 0.2997 -1.6323 -2.1594 -0.18 0.18 -0.02
O 0.0823 -0.3779 -1.2891 0.17 0.27 0.38
Te -0.0650 -1.1682 -4.4063 -0.02 0.00 -0.07
O 1.7694 -2.0707 -1.7326 0.09 0.00 -0.05
C 2.2686 -3.4190 -1.8421 -0.03 0.04 0.02
C 2.4656 -3.8849 -3.2661 0.00 0.00 -0.04
H -2.7818 -4.9179 -2.9031 -0.01 0.03 -0.03
H -1.1880 -5.2258 -2.2055 -0.02 -0.01 0.02
H -1.3295 -4.3427 -3.7399 0.03 0.00 0.01
H -2.4755 -3.2806 -1.0977 0.02 -0.01 0.02
H -2.2702 -2.3976 -2.6201 -0.05 -0.03 0.00
H 1.5936 -4.0763 -1.2915 0.02 -0.01 -0.02
H 3.2237 -3.3892 -1.3168 -0.03 -0.01 -0.02
H 1.5211 -3.9822 -3.7992 -0.02 0.01 0.02
H 2.9562 -4.8604 -3.2471 0.00 0.00 -0.01
H 3.0907 -3.1874 -3.8232 0.01 0.01 0.01
```
Positions in Å, forces in eV/Å.

Output
- 2S+1: 3
- E_LUMO (alpha / beta): -1.079 / -0.866 eV
- ΔE to the lowest compared entry with this formula, charge and spin: 0.0 kcal per mole
- HOMO energy (alpha / beta): -7.173 / -7.190 eV
- Electronic energy: -147322.2624 eV
- HOMO-LUMO gap (alpha / beta): 6.09 / 6.32 eV
- Expectation value of S²: 2.0174

Results of the Mulliken charge analysis, in e, for atoms 1 through 8:
1. Mo -0.973
2. O -0.688
3. C -0.108
4. O -0.283
5. C 0.268
6. C -0.761
7. C -0.701
8. C -0.839

=====

(3)
The following is a quantum chemistry calculation of a 6-piece molecular cluster, C39H37BN6O15 overall in a non-equilibrium geometry, from OMol25.

```
98
Properties=species:S:1:pos:R:3:forces:R:3
C 1.6166 1.5747 -1.3394 -0.36 0.10 0.06
C 0.0459 1.5698 -1.6883 1.99 -1.00 0.48
O -0.6019 2.4668 -0.7600 0.56 -0.47 -0.40
C -0.4344 0.0403 -1.5159 1.29 0.75 0.31
O -1.5294 -0.3245 -2.3857 -1.36 1.40 0.99
C -2.7495 0.2620 -1.9859 -1.08 -0.81 2.15
C -3.3227 -0.0365 -0.7253 -0.26 1.45 -3.14
C -4.6995 0.6931 -0.3851 1.05 -0.94 0.97
O -5.0566 0.6631 0.8022 0.21 0.38 -2.88
C -5.5494 1.3731 -1.5524 0.60 0.73 -1.39
B -7.1274 1.7055 -1.2408 -0.11 -0.42 0.68
N -7.8626 0.6275 -0.4897 0.59 0.83 -2.78
O -7.7658 2.9156 -1.6897 0.92 -1.50 1.27
C -5.0012 1.6498 -2.8177 0.50 -1.60 3.08
C -3.4719 1.2379 -3.0188 0.06 0.91 -1.74
O -2.8712 1.6950 -3.9994 -1.05 -1.33 2.43
H 1.7898 1.4021 -0.2186 -0.36 0.13 -1.58
H 2.1739 0.7603 -1.9078 -0.62 1.26 0.63
H 2.0190 2.6084 -1.5775 -0.28 -1.33 0.17
H -0.0403 1.9374 -2.7628 -0.44 -0.51 1.43
H 0.0103 2.5803 -0.0006 -0.65 -0.21 -0.66
H 0.4334 -0.6658 -1.7610 -1.36 0.99 0.04
H -0.6474 -0.0948 -0.4094 -0.09 0.07 -1.26
H -2.8231 -0.7563 -0.0006 -0.92 1.29 -0.89
H -8.7417 0.5126 -1.0222 0.14 0.07 0.85
H -7.3467 -0.2523 -0.6731 -0.38 0.64 0.71
H -8.3767 3.2621 -1.0125 0.17 -0.42 -0.52
H -5.6270 2.1158 -3.6412 1.34 -0.57 1.04
O -6.6562 3.3194 -5.1057 -0.28 0.13 -0.32
N -7.3297 3.6975 -6.0515 0.46 -0.11 -0.16
O -6.9092 3.8312 -7.1867 -0.16 -0.04 0.37
C -8.7364 4.0161 -5.8023 -0.86 0.21 0.17
C -9.2445 3.9115 -4.5104 0.11 -0.05 0.12
C -10.5749 4.2379 -4.2742 0.04 0.04 -0.29
C -11.3860 4.6598 -5.3228 0.01 -0.01 0.02
C -10.8735 4.7520 -6.6131 0.11 -0.07 0.22
C -9.5438 4.4303 -6.8581 0.02 0.03 -0.14
H -8.6221 3.5840 -3.6849 0.09 0.04 -0.22
H -10.9798 4.1664 -3.2707 0.08 -0.01 -0.08
H -12.4227 4.9191 -5.1335 0.10 -0.03 -0.03
H -11.5106 5.0785 -7.4273 0.10 -0.04 0.05
H -9.1549 4.5090 -7.8665 0.13 -0.06 0.19
O 1.1332 1.2811 2.0338 0.12 -0.31 0.12
N 1.7688 0.3049 2.3986 -0.21 0.02 -0.08
O 1.3693 -0.8456 2.3164 0.05 0.32 -0.04
C 3.0937 0.5284 2.9764 0.69 0.13 0.34
C 3.5689 1.8293 3.1206 -0.05 0.12 -0.03
C 4.8184 2.0377 3.6916 -0.05 -0.25 -0.01
C 5.5837 0.9532 4.1088 -0.04 0.01 -0.01
C 5.1068 -0.3442 3.9519 -0.08 0.16 -0.05
C 3.8573 -0.5621 3.3845 -0.01 -0.13 0.02
H 2.9820 2.6817 2.7995 -0.07 -0.22 -0.02
H 5.1956 3.0468 3.8148 -0.08 -0.09 -0.04
H 6.5566 1.1199 4.5595 -0.10 -0.04 -0.05
H 5.7088 -1.1855 4.2762 -0.09 0.07 -0.03
H 3.4951 -1.5773 3.2703 -0.11 0.19 -0.07
O 4.7594 0.8780 -0.9503 0.18 -0.30 0.09
N 5.4179 -0.1428 -0.8369 -0.12 0.16 0.31
O 5.6790 -0.6813 0.2273 -0.14 0.14 -0.30
C 5.9319 -0.7597 -2.0610 0.31 -0.35 -0.68
C 5.6851 -0.1527 -3.2900 -0.07 0.11 -0.06
C 6.1946 -0.7280 -4.4477 0.05 -0.13 0.19
C 6.9391 -1.9012 -4.3734 -0.01 0.00 0.05
C 7.1727 -2.5074 -3.1433 -0.10 0.20 -0.09
C 6.6694 -1.9372 -1.9802 0.05 -0.08 0.14
H 5.1067 0.7611 -3.3603 0.06 -0.11 0.21
H 6.0141 -0.2604 -5.4092 -0.01 -0.02 0.12
H 7.3401 -2.3448 -5.2790 -0.05 0.04 0.09
H 7.7507 -3.4231 -3.0912 -0.10 0.08 0.06
H 6.8608 -2.4176 -1.0279 -0.14 0.18 -0.04
O 5.1414 -4.9301 -1.2128 -0.26 -0.15 -0.07
N 4.1479 -5.5920 -1.4676 0.38 -0.20 -0.15
O 4.1609 -6.6467 -2.0792 -0.01 0.34 0.20
C 2.8533 -5.0825 -1.0117 -0.71 0.31 0.25
C 2.7923 -3.8626 -0.3426 0.06 0.07 0.00
C 1.5581 -3.3721 0.0679 -0.03 -0.12 -0.10
C 0.3997 -4.0995 -0.1863 0.02 -0.03 -0.03
C 0.4695 -5.3222 -0.8466 0.17 0.17 0.07
C 1.6991 -5.8190 -1.2631 -0.04 -0.11 -0.06
H 3.6882 -3.2869 -0.1386 0.01 -0.19 -0.11
H 1.4981 -2.4198 0.5844 0.04 -0.13 -0.04
H -0.5627 -3.7108 0.1309 0.10 -0.03 -0.02
H -0.4361 -5.8863 -1.0397 0.12 0.02 0.00
H 1.7406 -6.7711 -1.7791 0.20 0.14 0.04
O 6.2318 -2.1413 9.2201 -0.25 0.13 -0.31
N 5.5539 -1.7608 8.2809 0.46 -0.13 0.00
O 5.9687 -1.6196 7.1423 -0.12 -0.03 0.25
C 4.1469 -1.4468 8.5366 -0.81 0.20 0.15
C 3.6423 -1.5589 9.8293 0.04 -0.02 0.11
C 2.3120 -1.2367 10.0711 0.04 0.03 -0.25
C 1.4970 -0.8114 9.0268 0.02 0.00 0.00
C 2.0056 -0.7116 7.7357 0.10 -0.06 0.21
C 3.3354 -1.0290 7.4853 0.02 0.02 -0.12
H 4.2674 -1.8889 10.6506 0.08 0.03 -0.23
H 1.9103 -1.3142 11.0753 0.08 -0.01 -0.09
H 0.4603 -0.5554 9.2203 0.10 -0.03 -0.02
H 1.3654 -0.3823 6.9248 0.10 -0.04 0.05
H 3.7213 -0.9442 6.4757 0.13 -0.05 0.18
```
Positions in Å, forces in eV/Å.

Output
- 2S+1: 1
- SMILES: C[C@H](O)COC1=CC(=O)C(B(N)O)=CC1=O.O=[N+]([O-])c1ccccc1.O=[N+]([O-])c1ccccc1.O=[N+]([O-])c1ccccc1.O=[N+]([O-])c1ccccc1.O=[N+]([O-])c1ccccc1
- E_LUMO: -0.823 eV
- HOMO energy: -9.128 eV
- Electronic energy: -81357.9406 eV
- HOMO-LUMO gap: 8.30 eV

Results of the Mulliken charge analysis, in e, for atoms 1 through 8:
1. C -0.959
2. C 0.417
3. O -0.568
4. C -0.272
5. O -0.473
6. C 0.407
7. C -0.381
8. C 0.301

=====

Which value of electronic energy does entry 2 give? -147322.2624 eV